{
  "formula": "C5H9N2",
  "method": "ωB97M-V/def2-TZVPD",
  "species": ["N", "N", "C", "C", "C", "C", "C", "H", "H", "H", "H", "H", "H", "H", "H", "H"],
  "xyz": [[-1.227, -0.150, -0.044], [1.110, -0.103, -0.596], [0.048, 1.807, -0.079], [2.357, -0.142, 0.070], [-2.357, -0.749, -0.116], [-1.119, 1.250, 0.072], [0.050, -0.879, -0.067], [-2.052, 1.764, 0.275], [2.938, 0.734, -0.209], [0.232, -1.212, 0.975], [2.295, -0.233, 1.161], [2.901, -1.013, -0.317], [-3.284, -0.196, -0.048], [-2.411, -1.820, -0.239], [0.605, 2.708, -0.137], [-0.086, -1.766, -0.700]],
  "orbital_gap_ev": [7.91, 8.07],
  "lumo_energy_ha": [-0.1974, -0.1970],
  "total_charge": 1,
  "relative_energy_kcal_mol": 142.23,
  "homo_ev": [-13.28, -13.42]
}